348
Properties=species:S:1:pos:R:3:forces:R:3 method="wB97M-V/def2-TZVPD" mol_weight_g_mol=1725.98 e_lumo_ha=0.01518 total_energy_ha=-5247.711089 e_homo_ev=-7.917 homo_lumo_gap_ev=8.33 fmax_ev_per_a=3.78
C 18.1346 9.2679 16.4362 0.73 0.83 1.19
C 19.0549 10.5258 16.7948 -1.67 -0.68 -0.69
N 19.2581 11.4549 15.6634 0.84 -1.49 2.58
C 18.0779 11.9810 15.0354 0.00 2.11 0.40
C 16.9217 12.4977 15.9421 0.11 -0.56 0.02
C 20.1769 10.8042 14.7634 0.07 0.69 -1.35
C 20.8178 11.8083 13.8169 0.17 0.98 0.42
H 18.3213 8.5207 17.2076 0.12 -0.30 -0.08
H 18.3462 8.8272 15.4620 -0.01 0.10 0.04
H 17.0731 9.4806 16.5633 -0.03 0.21 -0.44
H 18.6118 11.0671 17.6307 -0.22 0.02 -0.02
H 20.0076 10.1610 17.1789 0.19 0.11 -0.33
H 18.4756 12.9325 14.6826 -0.25 0.01 -0.96
H 17.7415 11.3932 14.1813 -0.32 -0.28 -0.07
H 16.1219 11.7752 16.1047 0.09 -0.20 0.07
H 17.2577 12.8377 16.9217 0.30 -0.19 0.00
H 16.4513 13.3796 15.5075 0.07 -0.10 -0.32
H 19.6109 10.0869 14.1692 0.19 -0.66 -0.20
H 20.9750 10.3173 15.3239 -0.24 -0.14 0.08
H 21.1620 12.6341 14.4394 0.13 0.16 0.16
H 20.0992 12.2786 13.1456 0.03 -0.32 -0.28
H 21.7114 11.4885 13.2808 -0.28 -0.46 -0.16
C 16.8100 12.9598 22.6120 0.05 -0.07 0.11
C 18.0508 12.0667 22.4944 -0.75 1.42 -0.12
N 18.5971 12.1244 21.1324 -0.09 -0.84 1.02
C 19.2350 13.4442 20.8456 0.04 -1.47 -0.41
C 19.5080 13.4622 19.3438 -0.18 0.54 0.33
C 19.4724 10.9269 20.9624 1.53 1.59 -0.48
C 20.8213 10.9924 21.7374 -0.87 -0.47 0.67
H 17.0617 14.0116 22.4764 0.01 -0.01 -0.27
H 16.4061 12.9303 23.6239 -0.19 -0.32 0.01
H 16.0571 12.6697 21.8791 -0.12 0.05 0.11
H 18.7345 12.5079 23.2196 0.63 -0.33 0.33
H 17.7951 11.0512 22.7970 0.13 -0.08 -0.27
H 18.6036 14.2673 21.1800 -0.24 -0.26 -0.23
H 20.1588 13.5380 21.4165 0.30 0.14 0.07
H 20.2072 12.6609 19.1047 -0.03 0.20 -0.27
H 18.5649 13.3065 18.8201 0.05 -0.21 -0.06
H 19.8924 14.4215 18.9972 0.25 -0.04 0.07
H 19.7748 10.8684 19.9168 -0.28 -0.08 -0.28
H 18.9674 9.9865 21.1834 -0.37 0.35 0.27
H 21.3852 11.9219 21.6583 0.03 -0.13 -0.60
H 21.4103 10.1206 21.4526 0.32 0.19 -0.11
H 20.6500 10.8922 22.8092 -0.08 -0.15 0.19
C 24.2983 8.3403 24.8477 0.16 0.29 -0.16
C 25.1617 8.7178 23.6519 -0.33 1.23 0.52
N 26.0950 9.8102 23.9872 0.75 -0.58 0.61
C 27.1423 9.8511 22.9497 0.54 1.05 0.69
C 28.1340 11.0677 23.0449 -0.93 -0.87 0.98
C 25.4944 11.0875 24.3393 -0.63 0.02 -1.39
C 24.7941 11.7106 23.0812 0.21 0.50 0.92
H 24.9491 8.0815 25.6828 0.01 -0.38 -0.04
H 23.6338 7.5195 24.5778 -0.02 -0.06 0.21
H 23.6906 9.1717 25.2050 -0.18 0.01 -0.27
H 25.6689 7.8320 23.2697 0.47 0.18 0.16
H 24.5669 9.0991 22.8219 -0.58 -0.36 -0.31
H 27.6519 8.9149 23.1779 0.42 0.01 -0.83
H 26.7166 9.8798 21.9466 -0.16 -0.40 -0.33
H 28.6026 11.0041 24.0270 0.28 0.11 0.00
H 28.9063 11.1030 22.2765 -0.22 -0.27 -0.05
H 27.5745 12.0031 23.0469 0.11 0.03 -0.27
H 26.2525 11.7387 24.7745 0.29 0.15 -0.56
H 24.8071 11.0486 25.1843 -0.33 -0.70 -0.18
H 25.5156 11.8897 22.2840 0.03 0.10 0.05
H 24.3427 12.6613 23.3651 0.02 0.21 -0.15
H 23.9923 11.1151 22.6446 0.03 -0.26 0.31
C 23.7419 8.0230 16.2818 0.41 -0.15 -0.42
C 24.7750 8.8447 17.0492 -1.51 -0.18 -0.06
N 24.8171 10.2297 16.6531 1.09 1.56 0.47
C 23.6052 11.0685 16.7318 0.80 -1.21 -0.32
C 22.8078 10.9632 18.0109 -0.13 0.83 0.80
C 25.5262 10.4821 15.4084 0.65 1.15 -0.62
C 25.7178 12.0342 14.9752 -0.71 -1.44 -0.02
H 23.9857 8.0553 15.2199 -0.18 -0.24 -0.12
H 22.7218 8.3861 16.4069 0.03 0.10 0.12
H 23.7882 6.9936 16.6372 -0.12 -0.15 -0.17
H 24.4323 8.7453 18.0791 0.51 0.36 0.41
H 25.7499 8.3680 16.9470 0.15 0.28 0.07
H 23.0289 10.8285 15.8383 -0.76 0.05 -0.13
H 23.9488 12.0919 16.5815 -0.21 0.00 0.27
H 23.3429 11.4027 18.8526 0.48 -0.08 0.00
H 22.4644 10.0005 18.3897 0.06 -0.29 -0.59
H 21.9447 11.6262 17.9507 -0.29 -0.15 -0.32
H 26.4971 9.9870 15.3932 0.25 0.13 0.61
H 25.0435 9.9711 14.5754 -0.56 0.17 -0.52
H 24.7860 12.3654 14.5167 -0.18 0.18 0.27
H 25.9983 12.7379 15.7589 -0.05 -0.35 0.26
H 26.4294 12.1718 14.1611 0.31 -0.53 0.13
C 18.1920 1.0808 28.5477 -0.60 0.80 -0.74
C 19.2054 1.7541 27.5799 0.56 -2.04 0.72
N 18.6864 2.6359 26.5552 0.88 1.61 -0.04
C 18.1957 3.8517 27.2530 -1.54 0.15 -0.98
C 17.5582 4.9169 26.2904 1.33 -0.95 0.83
C 19.8004 2.9854 25.6111 -0.69 -0.38 -1.04
C 19.7091 2.1252 24.3532 0.38 -0.10 -0.22
H 18.5841 0.3550 29.2601 0.61 0.39 -0.03
H 17.4246 0.5146 28.0198 -0.03 0.18 -0.34
H 17.6650 1.8753 29.0760 -0.02 -0.22 0.36
H 19.9897 2.2308 28.1680 0.05 0.54 0.32
H 19.7699 0.9459 27.1148 -0.11 -0.16 -0.48
H 17.3074 3.5160 27.7880 0.30 -0.09 0.62
H 18.9499 4.2352 27.9401 0.05 0.27 0.09
H 16.9067 5.5995 26.8360 -0.05 -0.19 0.03
H 18.3420 5.5139 25.8243 -0.21 -0.04 -0.38
H 16.9918 4.3028 25.5902 -0.04 0.59 -0.33
H 20.8046 2.9360 26.0323 0.03 -0.10 0.46
H 19.7206 3.9766 25.1648 -0.41 0.39 0.79
H 18.6899 2.1095 23.9671 -0.15 -0.26 0.17
H 20.1072 1.1185 24.4806 -0.24 -0.17 0.02
H 20.2657 2.5785 23.5329 0.37 0.05 0.07
C 20.6016 1.3083 20.0012 -0.21 -1.21 0.28
C 19.3305 1.0919 20.8884 0.81 1.36 -0.49
N 18.4918 -0.0053 20.5329 -0.17 -0.86 -0.39
C 17.4109 -0.1447 21.5221 0.12 0.72 -0.55
C 16.3983 1.0460 21.4784 -0.02 -1.08 0.87
C 18.1119 -0.0515 19.1149 0.47 -1.61 0.66
C 17.2423 -1.2998 18.8553 -0.15 1.16 -0.70
H 21.0438 0.3151 19.9239 0.35 -0.08 -0.12
H 21.3806 1.9699 20.3802 -0.32 0.08 0.59
H 20.4504 1.6470 18.9763 -0.57 -0.04 0.16
H 19.5730 0.9226 21.9375 0.51 0.22 -0.03
H 18.7511 2.0146 20.8542 -0.15 0.58 0.10
H 16.9369 -1.1178 21.3931 -0.38 0.22 -0.32
H 17.8862 -0.2740 22.4944 0.09 0.46 0.16
H 16.7606 2.0071 21.8433 0.57 -0.01 -0.44
H 15.9806 1.1273 20.4749 -0.12 0.20 0.14
H 15.6116 0.8603 22.2097 -0.42 -0.34 -0.22
H 19.0288 -0.2491 18.5597 0.19 0.26 -0.03
H 17.7108 0.8721 18.6975 -0.47 0.19 0.13
H 17.7589 -2.2189 19.1317 -0.14 0.14 0.30
H 17.0558 -1.3407 17.7821 -0.03 -0.13 -0.13
H 16.2625 -1.1861 19.3192 0.05 -0.35 0.17
C 23.5069 0.8771 25.7235 -0.36 0.36 -0.50
C 24.0707 1.4310 27.0045 0.37 0.83 0.66
N 24.0951 2.8883 27.1226 -0.11 1.00 -0.25
C 24.9048 3.5257 26.0979 -0.78 -0.42 0.29
C 24.6855 5.0009 25.9638 0.26 1.02 -0.69
C 24.4356 3.3770 28.4827 -0.54 -0.69 -0.66
C 23.1729 3.3329 29.2956 -1.03 1.14 0.94
H 24.0413 1.2048 24.8318 0.15 -0.02 0.06
H 22.4844 1.2358 25.6060 -0.19 -0.16 -0.06
H 23.5224 -0.2127 25.7073 -0.07 0.02 0.20
H 23.4384 1.1195 27.8359 0.31 -0.50 0.09
H 25.1048 1.1055 27.1175 0.25 -0.67 0.34
H 25.9596 3.3147 26.2744 0.51 -0.06 -0.15
H 24.6034 3.0944 25.1433 0.28 -0.11 -0.03
H 25.2936 5.2994 25.1099 0.24 0.30 -0.04
H 23.6811 5.3110 25.6752 -0.24 -0.47 0.13
H 24.9697 5.6464 26.7948 0.10 -0.24 0.18
H 24.7825 4.4103 28.4854 -0.22 0.06 -0.50
H 25.2812 2.8423 28.9151 0.08 -0.56 0.18
H 22.4437 3.9930 28.8259 -0.12 -0.19 -0.58
H 23.2422 3.8630 30.2455 0.57 -0.37 0.46
H 22.6518 2.3939 29.4820 0.46 -0.25 -0.17
C 19.1992 3.1529 17.1249 -0.65 -0.81 -0.21
C 17.8932 2.9757 16.2717 -0.12 1.14 0.55
N 16.9760 4.1311 16.3877 0.10 0.59 -0.10
C 17.4380 5.3352 15.6737 -0.93 -0.40 -0.15
C 17.4255 5.1683 14.1734 0.56 -0.16 -0.29
C 16.5902 4.5116 17.7475 -0.70 -1.40 0.85
C 16.0292 3.3516 18.6341 0.99 0.42 -0.87
H 19.7863 4.0567 16.9616 -0.21 0.11 -0.49
H 19.8628 2.2965 17.0054 0.06 -0.02 -0.22
H 18.9541 3.1686 18.1868 -0.23 -0.04 0.06
H 18.0449 2.7987 15.2069 0.55 0.33 -0.01
H 17.2949 2.1013 16.5278 0.34 -0.18 0.68
H 18.3986 5.7370 15.9960 0.43 -0.14 0.29
H 16.7145 6.1237 15.8809 -0.09 0.05 0.32
H 16.4829 4.7431 13.8286 -0.10 0.24 0.00
H 18.2196 4.5236 13.7970 0.11 -0.12 0.09
H 17.6246 6.1450 13.7324 -0.27 0.04 -0.24
H 17.3988 4.9783 18.3100 0.22 0.28 -0.02
H 15.7430 5.1975 17.7514 0.29 0.48 -0.72
H 15.4306 3.8073 19.4229 -0.09 -0.40 0.02
H 15.4519 2.6623 18.0180 -0.38 0.13 0.11
H 16.8338 2.7571 19.0668 0.00 0.09 0.19
C 23.4832 4.3629 18.3976 -0.33 0.52 -0.41
C 24.1203 5.3789 19.3312 1.00 -1.68 0.89
N 25.0981 4.6747 20.2634 -1.13 2.04 -1.40
C 25.7757 5.6477 21.1108 0.95 -1.71 1.02
C 26.7541 6.5838 20.4136 -0.67 -0.18 -0.17
C 24.5600 3.5257 20.9603 -0.16 -0.29 0.73
C 23.2809 3.7136 21.8544 0.54 0.59 -1.28
H 23.0408 4.9139 17.5677 -0.05 -0.06 -0.25
H 22.6549 3.8165 18.8488 0.11 -0.11 0.22
H 24.2065 3.6569 17.9896 0.06 0.05 0.07
H 24.6987 6.1163 18.7746 -0.02 -0.06 -0.03
H 23.3418 5.8971 19.8911 -0.15 0.23 0.19
H 25.1384 6.1357 21.8482 -0.47 0.55 -0.18
H 26.3427 4.9440 21.7202 0.56 0.32 0.47
H 26.1652 7.3347 19.8868 0.39 0.20 -0.28
H 27.4428 7.0898 21.0901 -0.27 -0.01 0.25
H 27.3693 5.9976 19.7310 -0.14 0.10 -0.24
H 25.3370 3.1713 21.6376 0.27 -0.01 -0.02
H 24.4924 2.7381 20.2098 -0.64 -0.14 0.11
H 22.5467 4.2816 21.2831 -0.27 -0.01 -0.02
H 23.5306 4.3428 22.7087 -0.02 -0.23 0.25
H 22.8117 2.7746 22.1482 0.26 -0.03 0.16
C 21.9297 5.0440 10.5944 0.04 -1.11 0.26
C 22.7217 4.6176 11.8377 -0.22 1.61 -0.06
N 22.0702 4.9716 13.0836 -1.18 -0.44 1.24
C 22.1527 6.4062 13.3841 -1.67 -0.82 -0.44
C 21.1318 6.8425 14.4460 1.02 0.26 1.18
C 22.5195 4.1405 14.2395 0.61 -0.36 -1.75
C 24.0551 4.2516 14.3812 -0.56 0.24 0.68
H 21.4840 6.0383 10.6211 0.14 -0.11 0.10
H 21.1644 4.2759 10.4822 -0.40 0.33 -0.26
H 22.6020 4.9423 9.7424 -0.09 0.23 -0.17
H 22.8932 3.5439 11.7600 0.26 0.10 0.27
H 23.6366 5.2100 11.8312 0.84 -0.46 -0.35
H 23.1913 6.6707 13.5827 0.01 0.52 0.33
H 21.7994 6.9642 12.5170 0.49 -0.14 -0.39
H 21.2654 7.9160 14.5795 -0.38 0.19 -0.15
H 20.0782 6.5930 14.3198 0.15 0.00 -0.84
H 21.3447 6.4651 15.4461 0.32 -0.30 0.11
H 22.2684 3.1121 13.9798 0.03 -0.19 -0.15
H 21.9133 4.3011 15.1310 0.35 0.61 0.07
H 24.5782 3.9846 13.4630 -0.20 -0.22 0.04
H 24.4374 3.6373 15.1964 0.04 0.06 0.03
H 24.3006 5.2969 14.5685 0.25 -0.04 0.28
C 24.2378 6.7626 31.2090 1.30 0.12 0.47
C 23.2053 7.2275 30.2861 -1.56 0.44 -2.04
N 23.6591 7.6611 28.9299 -0.21 0.04 -0.20
C 22.4889 7.9511 28.0397 0.59 -0.06 1.04
C 21.6767 6.7356 27.6596 -0.01 0.14 0.30
C 24.6481 8.7766 28.8902 -0.96 -0.64 0.62
C 24.1293 10.1003 29.4619 -0.19 0.33 0.04
H 24.9324 7.5635 31.4622 0.17 -0.04 0.12
H 24.7914 5.9689 30.7073 0.18 -0.18 0.33
H 23.7772 6.4226 32.1366 0.12 -0.20 -0.04
H 22.5382 6.3805 30.1264 -0.05 -0.09 -0.26
H 22.5374 7.9615 30.7369 0.01 0.58 0.24
H 21.8341 8.6606 28.5457 -0.31 0.30 0.14
H 22.7880 8.4394 27.1122 0.42 0.00 0.17
H 22.3207 6.0504 27.1083 -0.40 -0.13 -0.15
H 21.2401 6.2255 28.5182 0.15 -0.10 0.08
H 20.8253 7.1175 27.0963 0.07 -0.31 -0.49
H 24.9510 8.8411 27.8451 0.07 0.30 0.06
H 25.5120 8.4662 29.4779 0.14 -0.04 -0.13
H 24.8313 10.9257 29.3441 0.20 -0.09 -0.15
H 23.9169 10.0497 30.5298 0.16 -0.30 0.14
H 23.1861 10.4316 29.0274 0.01 -0.11 -0.35
C 20.2586 6.8538 18.7115 -0.45 0.84 0.76
C 19.3686 6.0878 19.7211 1.84 -0.45 -0.68
N 20.1050 5.9951 20.9888 -0.37 1.07 1.00
C 19.6834 4.8484 21.8270 -0.22 0.33 -1.18
C 18.1780 4.7741 22.1587 -0.28 -0.51 0.03
C 19.9568 7.2847 21.7459 0.85 -0.61 0.20
C 20.9006 7.4154 22.9499 0.27 -0.23 -0.50
H 21.3005 6.5960 18.9018 -0.03 -0.24 -0.19
H 20.1753 7.9181 18.9318 0.09 0.27 -0.19
H 20.0009 6.7239 17.6604 -0.13 -0.22 0.04
H 18.3674 6.5077 19.8185 -0.24 0.03 -0.06
H 19.3491 5.0945 19.2726 -0.55 -0.33 0.44
H 20.3026 4.8160 22.7235 -0.06 0.23 0.06
H 19.9824 3.9914 21.2235 -0.11 -0.35 0.18
H 17.6281 5.7061 22.0277 0.29 0.30 0.48
H 18.0326 4.3476 23.1512 -0.06 0.43 0.33
H 17.5826 4.0967 21.5465 0.44 -0.25 -0.54
H 20.2716 8.1458 21.1563 -0.62 -0.32 -0.74
H 18.9203 7.3627 22.0742 -0.22 0.55 -0.09
H 21.2896 8.4289 23.0481 -0.70 0.26 0.39
H 20.4379 7.0694 23.8741 0.42 0.00 0.10
H 21.8332 6.9117 22.6960 -0.05 -0.73 0.27
C 12.2513 0.9284 18.6428 0.69 0.76 1.22
C 12.5401 1.3926 20.1002 1.38 3.14 -1.60
O 13.0652 2.5305 20.3344 -1.35 -2.81 -0.39
N 12.2196 0.5073 21.0210 -0.52 -0.18 2.64
C 12.3983 0.7654 22.4842 -0.09 -0.23 0.05
H 11.2805 1.3305 18.3532 -0.12 -0.45 -0.05
H 12.3681 -0.1549 18.6136 -0.45 0.05 -0.36
H 12.9911 1.3949 17.9923 0.02 -0.07 0.09
H 11.6288 -0.2731 20.7716 0.30 0.09 -0.08
H 11.5283 0.5486 23.1040 -0.46 -0.35 -0.60
H 12.5817 1.8117 22.7287 0.39 -0.07 -0.67
H 13.1823 0.1322 22.8996 0.25 0.21 -0.17
C 10.8260 6.7447 23.5405 -0.28 0.08 -0.20
C 10.6089 5.8775 22.2951 -0.39 -0.18 0.52
O 9.6334 5.9731 21.5458 0.97 0.20 0.65
N 11.5160 4.8787 22.1438 0.44 -0.53 -0.84
C 12.7718 4.5877 22.8310 -0.19 1.46 -0.11
H 9.8801 7.2255 23.7898 0.10 -0.02 -0.06
H 11.5826 7.5212 23.4269 -0.01 -0.01 -0.36
H 11.1722 6.1718 24.4008 -0.13 -0.23 -0.07
H 11.3622 4.2768 21.3475 -0.17 0.11 -0.09
H 13.4146 4.0404 22.1416 -0.40 -0.77 0.41
H 12.5623 4.1864 23.8225 0.42 -0.55 -0.12
H 13.3661 5.4900 22.9754 -0.19 0.44 0.26
C 17.1869 -0.4955 25.3396 1.75 -0.49 -0.37
C 15.9737 0.3331 25.1905 -1.78 -0.27 -0.54
O 14.8723 -0.1815 24.9681 0.41 0.24 0.21
N 16.1445 1.6689 25.2522 -0.46 -0.20 -0.63
C 15.0418 2.6186 25.1216 0.36 -0.33 0.73
H 17.2265 -1.3300 24.6395 -0.57 0.03 -0.08
H 17.3660 -0.9455 26.3161 -0.36 0.29 0.16
H 18.0624 0.0974 25.0746 0.16 0.08 0.32
H 17.0831 2.0194 25.3799 0.13 0.12 0.43
H 15.0690 3.1821 26.0543 -0.35 0.50 -0.19
H 14.0764 2.1150 25.0701 0.29 -0.24 -0.07
H 15.1470 3.2717 24.2553 0.11 0.03 0.00
C 13.2219 9.7672 23.4499 -0.21 -0.24 -1.51
C 13.9136 8.8600 24.4000 -0.85 0.41 2.80
O 13.4021 8.7220 25.5393 0.91 -0.35 -1.49
N 15.0889 8.3224 24.0678 0.85 -0.85 0.70
C 15.8105 7.4242 24.9931 -0.72 0.20 -0.44
H 13.6690 10.7602 23.4040 -0.16 0.07 0.45
H 12.1555 9.7625 23.6754 0.22 0.41 0.24
H 13.3114 9.4078 22.4248 0.11 -0.17 -0.19
H 15.4763 8.4288 23.1412 -0.11 0.25 -0.23
H 16.0338 7.8608 25.9666 -0.05 0.40 -0.15
H 16.7392 7.0983 24.5245 -0.11 0.05 -0.07
H 15.1792 6.5616 25.2060 0.07 -0.19 -0.03
C 16.4951 10.1815 19.5056 -0.27 -0.15 -0.10
C 15.9480 9.0454 20.3619 -0.02 -0.41 -2.41
O 16.0799 9.0071 21.5522 0.51 0.50 2.75
N 15.4066 7.9989 19.7062 -0.39 0.48 -0.80
C 14.7938 6.8552 20.3353 0.76 -0.25 -0.13
H 16.0373 10.2007 18.5165 0.00 -0.10 -0.03
H 17.5693 10.0421 19.3846 -0.04 -0.13 -0.03
H 16.3824 11.1626 19.9669 -0.11 -0.24 0.22
H 15.2233 8.0562 18.7147 0.17 0.25 -0.12
H 13.7421 6.9997 20.5823 0.03 0.10 0.33
H 15.4184 6.5798 21.1851 -0.41 -0.08 0.29
H 14.8571 6.0385 19.6162 -0.12 -0.06 0.05
C 19.0605 10.3381 26.4393 -0.42 -0.08 0.25
C 20.4527 10.7145 26.0594 0.98 -0.12 0.08
O 21.1754 9.8869 25.4922 -0.35 1.38 0.56
N 20.8391 12.0089 26.3655 -0.49 -1.42 -0.64
C 22.1264 12.5287 26.0460 0.94 1.46 0.22
H 19.0303 9.3148 26.8135 0.17 -0.03 -0.25
H 18.4924 10.3915 25.5106 -0.34 -0.04 0.13
H 18.6113 10.9533 27.2189 -0.01 0.27 -0.23
H 20.2145 12.6627 26.8156 -0.15 -0.54 -0.12
H 22.0230 13.6041 25.9019 -0.14 0.15 -0.17
H 22.6271 12.1807 25.1425 -0.45 -0.60 0.14
H 22.8028 12.4797 26.8993 0.27 -0.49 -0.01
C 13.0052 6.1063 16.3837 0.53 0.52 -0.77
C 13.6087 7.5526 16.3487 0.25 -1.16 2.41
O 14.6319 7.8099 17.0265 -1.38 -0.10 -1.76
N 12.8430 8.5011 15.7826 0.24 0.43 -1.05
C 13.1933 9.9171 15.8200 0.23 0.43 0.96
H 13.7587 5.3350 16.2242 0.40 0.33 -0.10
H 12.2705 5.9595 15.5920 -0.20 0.10 0.12
H 12.5757 5.8419 17.3500 -0.13 0.55 0.07
H 11.9758 8.2573 15.3259 0.31 -0.22 0.11
H 14.2295 10.1564 15.5809 0.11 -0.62 -0.09
H 13.0478 10.2358 16.8522 0.04 0.32 0.04
H 12.6027 10.5790 15.1866 -0.38 -0.64 -0.12